Formula: C20H21NO2
Source: the Open Molecules 2025 dataset
Level of theory: ωB97M-V with the def2-TZVPD basis set

Last column: Löwdin charge in e.
Atoms and positions in Å:
O -0.5242 1.0512 0.4300  -0.05
O 3.1515 2.1171 -0.8080  -0.03
N 1.7623 -0.3994 -1.2368  0.11
C 1.5779 -2.7347 -0.7796  -0.06
C 1.1602 -1.5423 -1.3940  -0.14
C 3.5306 0.9266 -0.2730  -0.21
C 5.2352 -0.2048 1.0369  -0.08
C 3.3919 -1.4795 0.1798  -0.15
C -3.0394 -3.0702 0.2346  -0.05
C -4.1692 -0.8438 0.0191  -0.03
C -2.9394 1.2124 0.1248  0.01
C 2.8572 -0.3196 -0.4547  -0.13
C -0.3747 2.4529 0.3810  -0.21
C 2.6975 -2.6959 0.0035  -0.01
C 1.7699 2.4073 -0.9543  -0.19
C -1.8007 -0.8940 0.3321  0.02
C -1.7613 0.5009 0.2919  -0.25
C -4.1502 0.5387 -0.0131  -0.27
C 4.7074 0.9466 0.4491  0.00
C 4.5814 -1.4005 0.9264  -0.05
C -2.9951 -1.5720 0.1937  -0.27
C -5.4139 1.3274 -0.1886  -0.05
C 1.1235 2.7391 0.3983  -0.12
H -2.0374 -3.4858 0.3015  0.07
H -2.9404 2.2915 0.1016  0.11
H 1.7366 3.2709 -1.6231  0.13
H 4.9688 -2.2957 1.3908  0.11
H -0.8706 -1.4225 0.4728  0.11
H 1.3016 3.7808 0.6671  0.12
H -3.5235 -3.4616 -0.6590  0.08
H -0.8266 2.8613 -0.5332  0.13
H -5.6008 1.9427 0.6910  0.08
H -5.1067 -1.3700 -0.0896  0.11
H -0.8616 2.9146 1.2522  0.13
H -3.6128 -3.4074 1.0975  0.08
H 1.5754 2.1037 1.1631  0.12
H 5.2179 1.8918 0.5526  0.12
H 1.2536 1.5595 -1.4092  0.10
H -5.3327 1.9918 -1.0478  0.08
H -6.2659 0.6693 -0.3369  0.07
H 1.0252 -3.6488 -0.9351  0.10
H 3.0725 -3.5859 0.4907  0.12
H 0.2911 -1.5295 -2.0398  0.11
H 6.1577 -0.1344 1.5940  0.10

Atoms 1-6, force components in eV/Å:
-0.10 -0.27 -0.03
0.34 -0.26 -0.16
-0.19 0.02 -0.39
0.26 -0.13 0.24
-0.02 0.08 -0.09
0.48 0.08 0.30

* largest force on an atom: 0.7 eV Å⁻¹
* LUMO: 0.383 eV
* spin multiplicity: 1
* gap between HOMO and LUMO: 0.3109 Ha
* SMILES: Cc1cc(C)cc(OCCCOc2cccc3cccnc23)c1
* HOMO energy: -8.0765 eV



Formula: C20H21NO6S
Source: the Open Molecules 2025 dataset
Level of theory: ωB97M-V with the def2-TZVPD basis set

Last column: Löwdin charge in e.
Atoms and positions in Å:
S 0.9326 -2.4724 2.0160  0.69
O 1.1510 -3.8524 1.7034  -0.27
O -6.7289 1.4458 0.2755  0.10
O 1.1842 -2.4483 -0.8327  -0.10
O -0.7078 -1.6318 -2.7112  -0.08
O 0.5235 -2.1445 3.3467  -0.28
O -5.7419 1.0577 2.2392  0.10
N 2.3534 -1.6761 1.6451  -0.05
C 2.2190 2.4230 0.9105  -0.19
C -1.6286 -1.1604 -3.6699  -0.07
C 3.0004 3.7388 -0.9139  -0.17
C -2.1459 -0.8757 -0.9080  0.06
C 1.1789 -3.6258 -1.6298  -0.03
C 3.7687 2.4076 -0.8929  -0.13
C -0.0244 -1.9359 -0.4712  -0.19
C 2.3498 3.8530 0.4742  -0.13
C 2.3134 -0.3022 1.3874  -0.30
C -0.9919 -1.4710 -1.3920  -0.17
C -0.2811 -1.7860 0.8814  -0.18
C 3.0283 1.5993 0.1321  -0.18
C 3.0798 0.2404 0.3561  0.04
C 1.4597 1.8862 1.9304  -0.01
C -1.4241 -1.1880 1.3597  0.00
C -4.6132 0.3901 0.2773  0.01
C -2.3827 -0.7172 0.4626  -0.19
C -5.7897 1.0100 0.8971  -0.54
C -3.5806 -0.0897 0.9831  -0.01
C 1.5095 0.5212 2.1688  -0.03
H 1.3929 4.3744 0.4455  0.11
H 3.6988 -0.4032 -0.2519  0.12
H 4.8004 2.5586 -0.5631  0.12
H -3.6252 -0.0144 2.0613  0.12
H 0.8232 -4.4702 -1.0331  0.10
H 2.2206 3.6940 -1.6758  0.11
H -1.7745 -0.0798 -3.5866  0.10
H 3.6462 4.5858 -1.1396  0.10
H 3.0033 4.3905 1.1672  0.12
H -4.6633 0.3571 -0.8002  0.11
H 3.7971 1.9252 -1.8698  0.11
H -2.8832 -0.5097 -1.6024  0.10
H 0.9373 0.0798 2.9675  0.10
H -1.1829 -1.3900 -4.6363  0.10
H 2.2160 -3.7917 -1.9143  0.10
H 2.8819 -2.2071 0.9687  0.11
H 0.8320 2.5174 2.5418  0.12
H -2.5923 -1.6713 -3.5852  0.10
H 0.5652 -3.5048 -2.5229  0.09
H -6.5489 1.4754 2.5772  0.13
H -1.5556 -1.1114 2.4270  0.12

Atoms 1-6, force components in eV/Å:
0.09 -0.26 -0.11
0.15 0.04 -0.24
0.09 -0.05 -0.04
-0.27 0.49 -0.20
0.29 -0.06 0.35
-0.06 0.37 -0.11

* largest force on an atom: 1.0 eV Å⁻¹
* LUMO: -0.406 eV
* spin multiplicity: 1
* gap between HOMO and LUMO: 0.2929 Ha
* SMILES: COc1cc(/C=C/C(=O)O)cc(S(=O)(=O)Nc2ccc3c(c2)CCC3)c1OC
* HOMO energy: -8.3757 eV



Formula: C20H22Br2MnN10O3S
Source: the Open Molecules 2025 dataset
Level of theory: ωB97M-V with the def2-TZVPD basis set

Last column: Löwdin charge in e.
Atoms and positions in Å:
Br -3.7413 -1.0368 0.8597  0.77
Br -2.5957 1.8850 5.5506  0.75
Mn 0.9899 0.0286 -0.4911  0.71
S 0.8998 2.5119 -0.4492  0.60
O 3.8170 0.4748 -0.5207  0.05
O 4.9928 -0.7156 0.8369  0.03
O -0.7267 -0.7415 0.4417  -0.23
N 2.8279 -1.2406 0.3536  0.08
N -1.3080 1.6943 -1.8891  0.02
N 1.1016 0.4443 2.0173  0.06
N 1.6749 -2.9327 1.3818  0.00
N 0.8239 -3.0433 0.2872  0.06
N 3.9470 -0.4640 0.2389  -0.43
N 1.2164 -1.2909 -2.4140  0.07
N -0.5054 0.6408 -2.1367  -0.06
N 3.5598 -2.1749 2.4186  0.20
N -1.4536 3.6606 -0.7637  -0.03
C -0.6003 1.0912 3.6231  -0.19
C -2.8783 0.4391 3.1414  -0.18
C -1.9757 1.0591 3.9540  -0.63
C 2.0095 1.0191 2.7639  -0.14
C 1.0722 -3.0953 -4.5124  -0.06
C -2.8661 3.8059 -1.0764  -0.25
C 2.1608 -3.1016 -3.6589  -0.06
C -0.7251 2.5753 -1.0894  -0.80
C 0.0627 -2.1716 -4.3080  -0.01
C -2.4601 -0.1788 1.9514  -0.61
C 0.1632 -1.2704 -3.2524  -0.20
C 0.4097 1.7009 4.4005  -0.03
C 2.7352 -2.1040 1.3673  -0.40
C 2.1774 -2.1830 -2.6213  -0.13
C -0.1933 0.4680 2.4218  -0.15
C -2.0974 -0.1239 -3.8417  -0.03
C -3.7614 2.9685 -0.1714  -0.09
C 1.7068 1.6630 3.9762  -0.04
C -0.8443 -0.2082 -3.0317  -0.27
C -1.1370 -0.1860 1.5392  -0.42
H 1.3758 -3.2677 2.2865  0.15
H 0.1447 2.1966 5.3244  0.08
H -2.8336 0.4562 -3.2913  0.07
H -3.5043 1.9145 -0.2723  0.04
H -0.7911 -2.1288 -4.9682  0.11
H -3.6379 3.2585 0.8738  0.07
H 4.4211 -1.6538 2.3563  0.09
H -1.0294 4.2763 -0.0924  0.10
H -0.0284 -2.4932 0.4238  0.06
H 2.9988 -2.1677 -1.9177  0.09
H 1.0122 -3.7980 -5.3337  0.11
H -4.8106 3.0958 -0.4433  0.07
H -2.4978 -1.1152 -4.0529  0.07
H 3.4860 -2.9489 3.0542  0.12
H 2.4959 2.1294 4.5498  0.11
H 0.6631 -4.0173 0.0814  0.10
H -3.0100 3.5172 -2.1168  0.10
H 3.0316 1.0075 2.3966  0.11
H 2.9777 -3.7977 -3.7846  0.10
H -3.1059 4.8660 -0.9835  0.11
H -3.9262 0.4216 3.4062  0.09
H -1.9102 0.3813 -4.7935  0.09

Atoms 1-6, force components in eV/Å:
-0.02 0.01 0.00
0.01 -0.02 -0.03
0.00 0.09 -0.23
-0.16 0.11 -0.03
-0.02 -0.06 -0.02
-0.03 0.05 -0.02

* largest force on an atom: 0.3 eV Å⁻¹
* LUMO (spin up / spin down): -0.171 / -0.167 eV
* spin multiplicity: 6
* gap between HOMO and LUMO (spin up / spin down): 0.2607 / 0.2629 Ha
* HOMO energy (spin up / spin down): -7.2655 / -7.3211 eV



Formula: C20H22BrN2O3RhSe3Te
Source: the Open Molecules 2025 dataset
Level of theory: ωB97M-V with the def2-TZVPD basis set

Last column: Löwdin charge in e.
Atoms and positions in Å:
Te -1.4027 -3.0299 -0.6755  0.35
Rh -1.0893 -0.4077 -0.6943  0.52
Br 0.6252 -1.9322 -3.1813  0.75
Se -3.2477 -3.3736 -2.1738  -0.20
Se -2.4091 -2.7380 1.6902  -0.05
Se -1.1189 -0.7722 1.6686  0.19
O -1.8724 3.8775 -0.2608  0.04
O -3.1236 -0.2030 -0.8712  -0.42
O -0.8293 1.5861 -0.8542  -0.31
N 1.0998 0.8875 0.2790  -0.02
N 0.9584 -0.1826 -0.5587  -0.15
C 3.9184 -3.2456 -0.8716  -0.23
C 4.0395 -4.4625 -0.2024  -0.03
C 1.9044 -2.0395 -1.7720  -0.65
C 6.0545 -3.6991 0.8614  -0.08
C 0.3978 2.6951 2.3435  -0.06
C -0.0127 3.4765 3.4131  -0.10
C -3.5242 0.3515 -2.1584  -0.18
C -5.1747 0.8504 -0.5242  -0.14
C -4.5899 1.3841 -1.8309  -0.14
C 5.0955 -4.6826 0.6664  -0.07
C 2.7882 -3.0462 -1.7998  -0.09
C -3.9368 0.3627 0.1970  -0.20
C -1.2322 3.7446 0.9285  -0.27
C -0.1847 2.8282 1.0903  -0.12
C -1.6432 4.5327 1.9961  -0.01
C 0.2535 2.0424 -0.1314  -0.40
C 1.9411 -0.9586 -0.8008  -0.15
C -1.0287 4.4023 3.2296  -0.09
C 5.9589 -2.4973 0.1766  -0.08
C 4.8986 -2.2712 -0.6866  -0.06
H 2.0690 1.1247 0.4647  0.14
H -5.8527 0.0173 -0.7149  0.12
H 2.6514 -3.8114 -2.5560  0.11
H -4.1388 2.3642 -1.6657  0.11
H -4.1065 -0.4370 0.9135  0.08
H -2.4543 5.2312 1.8395  0.12
H -5.7002 1.6130 0.0475  0.12
H -3.8965 -0.4880 -2.7439  0.08
H 3.2929 -5.2322 -0.3545  0.12
H 4.8487 -1.3461 -1.2483  0.12
H 1.1756 1.9571 2.4960  0.10
H -5.3249 1.4684 -2.6291  0.12
H -2.6402 0.7807 -2.6356  0.12
H -3.3816 1.1785 0.6636  0.11
H 0.4520 3.3563 4.3823  0.10
H 6.7175 -1.7366 0.3057  0.11
H 2.8826 -0.7990 -0.2831  0.13
H -1.3582 5.0175 4.0571  0.10
H -1.6627 3.0663 -0.7702  0.06
H 6.8814 -3.8741 1.5366  0.10
H 0.8603 2.6954 -0.7879  0.16
H 5.1712 -5.6261 1.1903  0.11

Atoms 1-6, force components in eV/Å:
-0.03 0.28 0.17
0.22 -0.58 -0.29
0.09 0.09 0.09
0.03 0.01 -0.05
-0.05 -0.06 -0.07
0.08 0.06 0.08

* largest force on an atom: 0.7 eV Å⁻¹
* LUMO (spin up / spin down): -1.172 / -1.172 eV
* spin multiplicity: 1
* gap between HOMO and LUMO (spin up / spin down): 0.2176 / 0.2177 Ha
* HOMO energy (spin up / spin down): -7.0949 / -7.0953 eV



In eV, the relative energy (zero: lowest compared OMol25 entry of this formula, charge and spin) values for the records above are, in order, 1.057; 0.519; 0.423; 0.000.